No. 1
One molecule with the formula C20H24N2OS, computed with ωB97M-V/def2-TZVPD.

Geometry as ORCA input:
```
! wB97M-V def2-TZVPD RIJCOSX def2/J DEFGRID3
* xyz 0 1
C -2.377 3.541 -2.801
C -1.792 3.358 -1.407
C -0.272 3.147 -1.473
N 0.340 2.889 -0.187
C 0.885 4.024 0.534
C -0.154 4.757 1.355
C 0.180 6.110 1.905
C -0.837 5.977 0.813
C 0.349 1.662 0.395
S 1.029 1.416 1.886
N -0.244 0.654 -0.309
C -0.269 -0.718 -0.041
C -1.368 -1.443 -0.501
C -1.440 -2.807 -0.320
C -0.408 -3.479 0.328
O -0.572 -4.824 0.542
C 0.507 -5.667 0.509
C 0.431 -6.817 1.289
C 1.454 -7.745 1.252
C 2.558 -7.536 0.442
C 2.627 -6.397 -0.341
C 1.608 -5.463 -0.316
C 0.690 -2.761 0.788
C 0.765 -1.396 0.596
H -3.450 3.707 -2.743
H -1.924 4.397 -3.296
H -2.200 2.660 -3.415
H -1.998 4.240 -0.801
H -2.273 2.510 -0.914
H 0.187 4.052 -1.878
H -0.031 2.332 -2.165
H 1.346 4.704 -0.187
H 1.662 3.641 1.203
H -0.732 4.095 1.987
H -0.157 6.359 2.899
H 1.141 6.533 1.655
H -1.876 6.143 1.057
H -0.563 6.323 -0.173
H -0.918 0.928 -1.009
H -2.175 -0.930 -1.007
H -2.293 -3.368 -0.669
H -0.437 -6.965 1.913
H 1.390 -8.634 1.862
H 3.358 -8.260 0.418
H 3.479 -6.233 -0.984
H 1.657 -4.582 -0.940
H 1.490 -3.273 1.302
H 1.626 -0.857 0.953
*
```

Properties
* E_HOMO: -7.8 eV
* lowest unoccupied orbital energy: 0.62 eV
* SMILES: CCCN(CC1CC1)C(=S)Nc1ccc(Oc2ccccc2)cc1
* Kohn-Sham gap: 8.443 eV
* molar mass: 340.492 g/mol

Quick look at the natural (NBO) charges, all values in e:
1. C -0.61
2. C -0.41
3. C -0.22
4. N -0.42
5. C -0.22
6. C -0.24
7. C -0.41
8. C -0.43
9. C 0.31
10. S -0.27
11. N -0.60
12. C 0.13
13. C -0.22
14. C -0.27
15. C 0.35
16. O -0.50
17. C 0.28
18. C -0.26
19. C -0.19
20. C -0.24
21. C -0.21
22. C -0.24
23. C -0.29
24. C -0.20
25. H 0.22
26. H 0.20
27. H 0.20
28. H 0.22
29. H 0.19
30. H 0.21
31. H 0.20
32. H 0.19
33. H 0.25
34. H 0.23
35. H 0.22
36. H 0.21
37. H 0.22
38. H 0.21
39. H 0.40
40. H 0.20
41. H 0.23
42. H 0.22
43. H 0.21
44. H 0.21
45. H 0.21
46. H 0.22
47. H 0.23
48. H 0.25


No. 2
A 8-piece molecular cluster, C24H32O24 overall in a non-equilibrium geometry, computed with ωB97M-V/def2-TZVPD.

Geometry as ORCA input:
```
! wB97M-V def2-TZVPD RIJCOSX def2/J DEFGRID3
* xyz 0 1
O 3.437 -1.135 1.841
C 3.060 -0.016 1.980
O 3.661 1.096 1.519
C 2.952 2.248 1.984
C 1.978 1.692 3.029
O 1.963 0.289 2.729
H 3.594 3.027 2.384
H 2.401 2.663 1.139
H 1.010 2.179 2.966
H 2.390 1.758 4.037
O -0.659 -3.042 -2.887
C 0.497 -3.286 -2.845
O 1.346 -3.158 -3.910
C 2.570 -3.796 -3.581
C 2.573 -3.691 -2.047
O 1.181 -3.693 -1.756
H 2.622 -4.840 -3.885
H 3.401 -3.221 -3.981
H 3.054 -2.769 -1.712
H 3.086 -4.519 -1.567
O -5.184 -0.941 4.620
C -4.881 -0.209 3.743
O -5.221 1.112 3.698
C -4.969 1.577 2.376
C -3.850 0.653 1.944
O -4.152 -0.542 2.651
H -5.883 1.539 1.771
H -4.683 2.629 2.333
H -2.897 1.094 2.249
H -3.705 0.484 0.881
O -1.347 3.526 2.176
C -0.691 4.140 1.404
O 0.546 4.642 1.671
C 1.033 5.385 0.562
C -0.098 5.263 -0.500
O -1.061 4.438 0.142
H 1.168 6.418 0.876
H 1.967 4.975 0.181
H 0.245 4.761 -1.400
H -0.530 6.238 -0.707
O -1.216 -0.013 0.792
C -0.374 0.226 -0.008
O 0.053 -0.635 -0.950
C 1.156 -0.087 -1.668
C 1.059 1.401 -1.314
O 0.234 1.437 -0.158
H 2.119 -0.566 -1.480
H 1.006 -0.250 -2.739
H 0.739 2.071 -2.104
H 2.073 1.678 -1.010
O -4.564 -5.338 1.260
C -3.617 -4.767 0.833
O -2.424 -5.345 0.567
C -1.503 -4.379 0.077
C -2.316 -3.063 0.027
O -3.605 -3.453 0.518
H -0.616 -4.320 0.704
H -1.221 -4.627 -0.945
H -2.424 -2.683 -0.983
H -1.861 -2.345 0.700
O -1.404 -5.151 4.243
C -0.721 -4.256 3.883
O 0.580 -4.361 3.508
C 1.144 -3.043 3.509
C -0.065 -2.161 3.264
O -1.146 -2.969 3.754
H 1.567 -2.861 4.498
H 1.884 -2.972 2.720
H -0.260 -1.937 2.216
H 0.005 -1.241 3.837
O -0.419 1.425 -4.317
C 0.363 2.161 -4.809
O 1.257 1.840 -5.773
C 2.219 2.891 -5.835
C 1.392 4.094 -5.405
O 0.441 3.490 -4.522
H 2.987 2.652 -5.097
H 2.668 3.059 -6.810
H 0.858 4.614 -6.200
H 2.026 4.816 -4.890
*
```

Properties
* E_HOMO: -9.9 eV
* lowest unoccupied orbital energy: -0.60 eV
* SMILES: O=C1OCCO1.O=C1OCCO1.O=C1OCCO1.O=C1OCCO1.O=C1OCCO1.O=C1OCCO1.O=C1OCCO1.O=C1OCCO1
* Kohn-Sham gap: 9.294 eV
* molar mass: 704.496 g/mol

Quick look at the Mulliken charges, all values in e:
1. O -0.54
2. C 0.64
3. O -0.42
4. C 0.45
5. C -0.38
6. O -0.19
7. H 0.38
8. H -0.45
9. H 0.17
10. H 0.37
11. O -0.45
12. C 0.62
13. O -0.37
14. C -0.45
15. C -0.22
16. O -0.16
17. H 0.29
18. H 0.33
19. H 0.12
20. H 0.36
21. O -0.51
22. C 0.52
23. O -0.37
24. C -0.32
25. C 0.05
26. O -0.20
27. H 0.24
28. H 0.28
29. H 0.00
30. H 0.32
31. O -0.51
32. C 0.78
33. O -0.36
34. C -0.32
35. C -0.02
36. O -0.34
37. H 0.32
38. H 0.24
39. H -0.01
40. H 0.31
41. O -0.26
42. C -0.05
43. O -0.06
44. C -0.17
45. C -0.06
46. O -0.08
47. H 0.04
48. H 0.40
49. H -0.24
50. H 0.39
51. O -0.55
52. C 0.52
53. O -0.41
54. C -0.06
55. C 0.79
56. O -0.39
57. H 0.28
58. H 0.11
59. H 0.33
60. H -0.69
61. O -0.53
62. C 0.57
63. O -0.41
64. C -0.22
65. C 0.58
66. O -0.38
67. H 0.32
68. H 0.24
69. H -0.52
70. H 0.27
71. O -0.48
72. C 0.66
73. O -0.31
74. C -0.35
75. C -0.35
76. O -0.31
77. H 0.25
78. H 0.33
79. H 0.29
80. H 0.29


No. 3
C15H48LiN18O18 as an isolated structure in a non-equilibrium geometry, computed with ωB97M-V/def2-TZVPD.

Geometry as ORCA input:
```
! wB97M-V def2-TZVPD RIJCOSX def2/J DEFGRID3
* xyz -1 1
Li -4.338 -2.238 -0.186
C -0.234 -1.799 0.831
C -1.402 -1.236 0.308
C -1.337 0.262 -0.242
O -2.368 0.866 -0.577
C -0.056 0.885 -0.186
C 1.053 0.359 0.419
C 0.944 -1.082 0.926
O 1.807 -1.596 1.711
O 2.145 1.008 0.325
O -2.464 -1.886 0.167
H -0.422 -2.768 1.275
H -0.044 1.907 -0.535
C -2.966 -5.194 -0.257
O -3.979 -4.572 -0.598
N -3.089 -6.502 0.108
N -1.776 -4.680 0.059
H -4.050 -6.795 0.137
H -2.272 -7.077 0.192
H -1.630 -3.682 0.025
H -1.136 -5.231 0.601
C -3.399 3.448 1.877
O -2.929 4.325 2.613
N -3.712 3.677 0.602
N -3.321 2.168 2.325
H -3.796 2.869 0.000
H -4.044 4.515 0.163
H -3.449 1.327 1.789
H -3.273 2.008 3.314
C -1.735 4.419 -2.666
O -2.400 5.445 -2.467
N -1.798 3.712 -3.809
N -0.801 4.041 -1.768
H -2.334 4.149 -4.537
H -1.193 2.917 -3.922
H -0.220 3.240 -1.921
H -0.824 4.552 -0.903
C -4.426 -1.101 -4.370
O -5.621 -1.239 -4.135
N -3.854 -1.583 -5.518
N -3.558 -0.562 -3.488
H -4.441 -2.182 -6.070
H -2.960 -1.291 -5.868
H -2.639 -0.288 -3.782
H -4.010 -0.207 -2.662
C 0.808 -0.501 5.003
O 0.604 0.034 6.100
N 2.006 -1.037 4.715
N -0.111 -0.601 4.030
H 2.362 -1.323 3.819
H 2.621 -0.953 5.508
H -1.003 -0.154 4.135
H 0.044 -1.287 3.311
C 2.282 -5.188 0.767
O 2.852 -6.285 0.707
N 2.201 -4.358 -0.271
N 1.706 -4.678 1.880
H 2.462 -4.579 -1.215
H 1.438 -3.697 -0.230
H 1.747 -5.159 2.760
H 1.497 -3.693 1.848
C 1.586 1.785 -3.623
O 1.650 1.909 -4.841
N 2.270 2.545 -2.725
N 0.709 0.931 -3.040
H 2.196 2.220 -1.773
H 2.969 3.163 -3.095
H 0.059 0.399 -3.585
H 0.630 0.985 -2.031
C 5.114 1.003 3.174
O 6.343 1.064 3.182
N 4.428 -0.148 2.933
N 4.265 2.011 3.456
H 3.528 -0.067 2.486
H 5.107 -0.887 2.828
H 4.629 2.798 3.966
H 3.285 1.826 3.337
C 5.313 -1.250 -1.300
O 6.296 -1.363 -2.037
N 4.984 -0.051 -0.790
N 4.460 -2.265 -1.010
H 5.509 0.691 -1.225
H 4.140 0.234 -0.316
H 4.562 -2.986 -1.704
H 3.748 -2.248 -0.303
O 4.342 3.004 0.716
H 4.288 2.900 1.672
H 3.619 2.458 0.373
O 1.125 3.963 0.537
H 0.783 4.345 1.352
H 1.299 3.039 0.767
O -5.012 -0.230 -0.521
H -5.683 0.458 -0.461
H -4.160 0.240 -0.428
O -4.353 2.482 -1.901
H -4.406 2.803 -2.806
H -3.709 1.770 -1.932
O -0.219 2.572 2.798
H -0.498 1.974 2.096
H -0.363 2.078 3.610
*
```

Properties
* E_HOMO: -7.1 eV
* lowest unoccupied orbital energy: 0.52 eV
* Kohn-Sham gap: 7.594 eV
* molar mass: 775.598 g/mol

Here are the Mulliken charges for atoms 1 to 99, given in e:
1. Li 0.87
2. C -0.58
3. C -0.09
4. C 0.81
5. O 0.46
6. C -1.30
7. C 0.52
8. C 0.38
9. O -0.65
10. O 0.68
11. O -0.98
12. H 0.51
13. H -0.08
14. C 0.49
15. O -0.70
16. N -0.46
17. N -0.25
18. H 0.22
19. H 0.20
20. H 0.15
21. H 0.23
22. C 0.57
23. O -0.70
24. N -0.12
25. N -0.27
26. H 0.09
27. H 0.19
28. H 0.10
29. H 0.18
30. C 0.56
31. O -0.76
32. N -0.30
33. N -0.11
34. H 0.23
35. H 0.15
36. H 0.02
37. H 0.12
38. C 0.57
39. O -0.65
40. N -0.39
41. N -0.10
42. H 0.22
43. H 0.17
44. H 0.14
45. H 0.05
46. C 0.47
47. O -0.73
48. N -0.22
49. N -0.15
50. H 0.15
51. H 0.20
52. H 0.18
53. H 0.13
54. C 0.45
55. O -0.70
56. N -0.17
57. N -0.13
58. H 0.26
59. H 0.12
60. H 0.22
61. H 0.05
62. C 0.26
63. O -0.72
64. N -0.16
65. N -0.08
66. H 0.25
67. H 0.21
68. H 0.09
69. H -0.14
70. C 0.56
71. O -0.72
72. N -0.11
73. N -0.44
74. H -0.07
75. H 0.19
76. H 0.20
77. H 0.18
78. C 0.48
79. O -0.72
80. N -0.17
81. N -0.28
82. H 0.20
83. H 0.05
84. H 0.13
85. H 0.28
86. O -0.69
87. H 0.43
88. H 0.13
89. O -0.61
90. H 0.36
91. H 0.06
92. O -0.71
93. H 0.29
94. H 0.23
95. O -0.69
96. H 0.28
97. H 0.09
98. O -0.52
99. H 0.13


No. 4
C36H34AuN4O4Te as an isolated structure, computed with ωB97M-V/def2-TZVPD.

Geometry as ORCA input:
```
! wB97M-V def2-TZVPD RIJCOSX def2/J DEFGRID3
* xyz 0 2
Au 2.447 -1.071 2.234
C 6.645 -0.431 0.891
C 5.410 -1.162 1.366
O 4.465 -0.419 1.687
C 5.403 -2.608 1.416
C 6.519 -3.297 0.871
C 6.628 -4.657 0.891
C 5.599 -5.407 1.490
C 4.509 -4.791 2.031
C 4.354 -3.375 2.012
O 3.280 -2.924 2.573
H 6.484 0.633 1.034
H 6.817 -0.626 -0.169
H 7.532 -0.748 1.438
H 7.312 -2.724 0.414
H 7.489 -5.148 0.459
H 5.669 -6.488 1.522
H 3.708 -5.353 2.492
O 0.405 -1.601 2.788
N 0.075 -2.798 2.463
C -1.171 -3.106 2.705
C -2.112 -2.184 3.274
N -2.873 -1.451 3.729
C -1.631 -4.399 2.304
N -2.045 -5.424 1.984
C -0.665 5.541 -4.587
C -0.558 4.222 -3.875
C 0.538 3.920 -3.079
C 0.653 2.711 -2.400
C 1.950 2.424 -1.682
C -0.412 1.807 -2.493
Te -0.260 -0.075 -1.508
N 0.856 0.100 0.084
C 0.693 0.915 1.110
O 1.522 0.862 2.064
C -0.434 1.872 1.371
C -1.439 1.415 2.219
C -2.439 2.278 2.638
C -2.436 3.603 2.220
C -1.433 4.059 1.376
C -0.429 3.198 0.954
C -2.142 -0.603 -0.677
C -2.195 -1.984 -0.411
C -1.080 -2.946 -0.749
C -3.323 -2.489 0.221
C -4.370 -1.668 0.613
C -5.540 -2.216 1.376
C -4.293 -0.316 0.313
C -3.199 0.247 -0.334
C -3.242 1.723 -0.609
C -1.477 2.031 -3.373
C -2.524 1.003 -3.718
C -1.536 3.250 -4.036
H 0.192 6.177 -4.373
H -1.567 6.073 -4.282
H -0.721 5.397 -5.667
H 1.348 4.637 -3.000
H 2.721 3.097 -2.054
H 2.292 1.402 -1.852
H 1.891 2.551 -0.602
H -1.420 0.393 2.573
H -3.209 1.909 3.303
H -3.207 4.282 2.561
H -1.422 5.093 1.055
H 0.360 3.574 0.316
H -0.864 -2.963 -1.819
H -1.361 -3.955 -0.453
H -0.156 -2.705 -0.214
H -3.363 -3.550 0.441
H -5.453 -3.293 1.514
H -6.478 -2.008 0.858
H -5.591 -1.755 2.364
H -5.103 0.341 0.615
H -3.760 2.229 0.203
H -3.788 1.934 -1.530
H -2.255 2.167 -0.692
H -2.482 0.099 -3.113
H -2.408 0.703 -4.761
H -3.529 1.410 -3.605
H -2.365 3.434 -4.712
*
```

Properties
* E_HOMO (spin up / spin down): -7.7 / -7.9 eV
* lowest unoccupied orbital energy (spin up / spin down): 0.02 / -0.30 eV
* Kohn-Sham gap (spin up / spin down): 7.686 / 7.653 eV
* molar mass: 911.259 g/mol

Quick look at the Mulliken charges, all values in e:
1. Au 1.07
2. C -1.48
3. C 1.49
4. O -0.78
5. C -0.08
6. C -0.65
7. C -0.84
8. C -0.31
9. C -0.63
10. C 0.70
11. O -0.89
12. H 0.34
13. H 0.38
14. H 0.41
15. H 0.33
16. H 0.39
17. H 0.38
18. H 0.46
19. O -0.57
20. N -0.18
21. C 0.81
22. C 0.35
23. N -0.60
24. C 0.11
25. N -0.60
26. C -1.60
27. C 0.57
28. C -0.76
29. C 0.55
30. C -1.73
31. C 0.47
32. Te 0.83
33. N -0.46
34. C 0.82
35. O -0.85
36. C 0.68
37. C -0.33
38. C -0.43
39. C -0.69
40. C -0.57
41. C -0.34
42. C 1.12
43. C 0.47
44. C -2.47
45. C -1.04
46. C 0.31
47. C -1.87
48. C -0.60
49. C 0.97
50. C -1.78
51. C 1.12
52. C -1.97
53. C -0.73
54. H 0.36
55. H 0.34
56. H 0.37
57. H 0.32
58. H 0.51
59. H 0.35
60. H 0.23
61. H 0.23
62. H 0.48
63. H 0.39
64. H 0.44
65. H 0.46
66. H 0.55
67. H 0.46
68. H 0.43
69. H 0.63
70. H 0.37
71. H 0.45
72. H 0.37
73. H 0.46
74. H 0.54
75. H 0.47
76. H -0.11
77. H 0.31
78. H 0.44
79. H 0.40
80. H 0.45


No. 5
A 2-piece molecular cluster, C26H20F5N3O3S overall in a non-equilibrium geometry, computed with ωB97M-V/def2-TZVPD.

Geometry as ORCA input:
```
! wB97M-V def2-TZVPD RIJCOSX def2/J DEFGRID3
* xyz 0 1
C -5.496 0.211 -1.370
N -4.679 1.406 -1.235
C -5.224 2.680 -1.192
C -4.195 3.553 -1.074
N -3.022 2.812 -1.052
C -1.734 3.401 -0.843
C -1.272 4.349 -1.741
F -2.017 4.626 -2.841
C -0.035 4.959 -1.565
F 0.420 5.870 -2.457
C 0.751 4.592 -0.473
F 1.984 5.127 -0.324
C 0.289 3.654 0.454
F 1.081 3.262 1.477
C -0.971 3.092 0.278
F -1.456 2.210 1.186
C -3.318 1.511 -1.213
C -2.350 0.423 -1.119
C -1.019 0.654 -1.570
C 0.007 -0.227 -1.257
C 1.398 0.212 -1.133
C 2.335 -0.496 -0.336
C 3.626 -0.013 -0.148
C 4.012 1.181 -0.782
C 3.116 1.857 -1.622
C 1.830 1.364 -1.812
O -2.796 -0.639 -0.575
H -4.896 -0.669 -1.128
H -6.344 0.294 -0.678
H -5.893 0.137 -2.395
H -6.283 2.853 -1.222
H -4.186 4.615 -0.978
H -0.871 1.459 -2.296
H -1.225 -1.484 -0.425
H 2.003 -1.427 0.133
H 4.341 -0.545 0.490
H 5.020 1.576 -0.642
H 3.416 2.785 -2.132
H 1.145 1.856 -2.513
C 4.029 -4.383 4.176
C 2.914 -4.166 3.197
C 2.844 -4.968 2.052
C 1.808 -4.797 1.135
C 0.822 -3.854 1.407
S -0.492 -3.627 0.209
N -0.295 -1.470 -0.884
O -0.413 -4.579 -0.877
O -1.725 -3.511 0.951
C 0.890 -3.019 2.526
C 1.943 -3.184 3.424
H 3.931 -3.685 5.012
H 4.024 -5.409 4.567
H 5.000 -4.224 3.690
H 3.579 -5.758 1.882
H 1.736 -5.405 0.237
H -0.194 -2.197 -1.602
H 0.118 -2.272 2.694
H 1.988 -2.572 4.328
*
```

Properties
* E_HOMO: -5.2 eV
* lowest unoccupied orbital energy: -1.21 eV
* Kohn-Sham gap: 4.004 eV
* molar mass: 549.521 g/mol

Quick look at the natural (NBO) charges, all values in e:
1. C -0.43
2. N -0.29
3. C -0.05
4. C -0.04
5. N -0.33
6. C -0.01
7. C 0.37
8. F -0.30
9. C 0.26
10. F -0.28
11. C 0.31
12. F -0.28
13. C 0.27
14. F -0.27
15. C 0.41
16. F -0.29
17. C 0.42
18. C 0.32
19. C -0.42
20. C 0.21
21. C -0.01
22. C -0.20
23. C -0.21
24. C -0.21
25. C -0.21
26. C -0.24
27. O -0.68
28. H 0.29
29. H 0.22
30. H 0.21
31. H 0.24
32. H 0.24
33. H 0.22
34. H 0.46
35. H 0.24
36. H 0.22
37. H 0.22
38. H 0.21
39. H 0.20
40. C -0.63
41. C -0.03
42. C -0.22
43. C -0.19
44. C -0.35
45. S 1.76
46. N -0.79
47. O -0.97
48. O -0.97
49. C -0.14
50. C -0.23
51. H 0.21
52. H 0.22
53. H 0.22
54. H 0.21
55. H 0.24
56. H 0.42
57. H 0.22
58. H 0.21


No. 6
A 2-piece molecular cluster, C4H5Cl overall in a non-equilibrium geometry, computed with ωB97M-V/def2-TZVPD.

Geometry as ORCA input:
```
! wB97M-V def2-TZVPD RIJCOSX def2/J DEFGRID3
* xyz 0 1
C -1.133 0.627 0.100
C 1.467 1.182 -0.007
C -2.000 -0.251 -0.178
C 2.090 -0.152 -0.016
Cl -3.825 0.003 0.083
H -1.228 1.587 0.459
H -1.978 -1.185 -0.584
H 1.780 -0.720 0.800
H 3.229 -0.126 0.031
H 1.597 -0.964 -0.688
*
```

Properties
* E_HOMO (spin up / spin down): -9.2 / -8.7 eV
* lowest unoccupied orbital energy (spin up / spin down): -0.68 / -1.19 eV
* Kohn-Sham gap (spin up / spin down): 8.525 / 7.507 eV
* molar mass: 88.537 g/mol

Quick look at the natural (NBO) charges, all values in e:
1. C -0.14
2. C 0.28
3. C -0.27
4. C -0.98
5. Cl -0.12
6. H 0.19
7. H 0.21
8. H 0.30
9. H 0.24
10. H 0.29


Values for ΔE to the lowest compared entry with this formula, charge and spin, kJ/mol, ordered as above
140.4, 82.5, 0.0, 0.0, 31.9, 716.4
Values for calculated total energy, Eh, ordered as above
-1359.422941, -2739.550351, -2948.381691, -2315.752425, -2290.073485, -615.282816